Density functional theory data (the ωB97M-V functional and the def2-TZVPD basis) for C32H88AsF6N8O8 as an isolated structure.

Values from the calculation:
Gap between HOMO and LUMO (spin up / spin down) (eV): 8.0193 / 3.0083
Total charge: 0
Spin multiplicity: 2

CARTESIAN COORDINATES (ANGSTROEM)
As -0.666 0.574 -0.025
F -2.108 1.663 -0.110
F -0.304 1.061 1.650
F 0.831 -0.531 0.069
F -0.970 0.066 -1.692
F 0.376 1.954 -0.489
F -1.773 -0.701 0.539
C -3.384 0.400 -3.399
C -2.942 1.624 -4.178
C -4.107 2.418 -4.839
O -3.514 3.327 -5.786
C -4.387 4.158 -6.567
N -1.930 2.449 -3.374
H -2.625 -0.370 -3.261
H -4.297 -0.079 -3.753
H -3.521 0.721 -2.366
H -2.270 1.234 -4.943
H -4.672 2.928 -4.059
H -4.797 1.791 -5.405
H -4.950 4.795 -5.885
H -5.197 3.662 -7.102
H -3.779 4.860 -7.138
H -1.530 1.657 -2.891
H -2.431 2.964 -2.665
C 0.239 1.194 5.110
C -0.260 2.649 5.022
C 0.398 3.562 6.054
O 0.076 3.046 7.360
C 0.249 4.049 8.286
N 0.143 3.000 3.679
H -0.271 0.486 4.456
H -0.069 0.754 6.058
H 1.326 1.115 5.129
H -1.323 2.858 5.139
H 0.037 4.568 5.840
H 1.484 3.576 5.959
H 0.442 3.715 9.306
H -0.668 4.636 8.326
H 1.045 4.734 7.992
H 1.127 3.222 3.623
H 0.157 2.139 3.152
C -3.264 -2.722 -1.951
C -3.006 -3.834 -1.010
C -1.593 -4.455 -1.011
O -1.481 -5.415 -2.026
C -0.224 -6.014 -2.204
N -3.308 -3.320 0.344
H -2.646 -1.836 -1.804
H -4.309 -2.414 -1.959
H -2.984 -3.014 -2.964
H -3.729 -4.622 -1.218
H -1.446 -4.850 -0.006
H -0.851 -3.658 -1.065
H -0.045 -6.462 -1.226
H 0.513 -5.249 -2.450
H -0.244 -6.724 -3.030
H -4.022 -2.608 0.286
H -2.593 -2.614 0.445
C -0.594 5.011 0.601
C 0.585 5.438 -0.307
C 0.993 6.826 0.201
O 2.158 7.221 -0.516
C 2.609 8.425 0.028
N 1.629 4.399 -0.232
H -1.398 5.745 0.656
H -0.273 4.734 1.605
H -1.155 4.166 0.200
H 0.370 5.673 -1.350
H 1.343 6.865 1.233
H 0.188 7.560 0.166
H 2.702 8.318 1.109
H 2.046 9.354 0.112
H 3.620 8.535 -0.364
H 1.083 3.555 -0.331
H 1.799 4.274 0.756
C 3.923 0.466 3.096
C 4.838 0.678 1.887
C 5.802 -0.531 1.707
O 6.845 -0.653 2.728
C 7.849 0.394 2.648
N 3.844 0.675 0.820
H 3.292 1.305 3.391
H 4.554 0.323 3.973
H 3.112 -0.246 2.942
H 5.328 1.646 1.780
H 6.258 -0.691 0.730
H 5.212 -1.443 1.792
H 7.401 1.277 3.103
H 8.083 0.566 1.598
H 8.756 0.130 3.192
H 2.927 0.668 1.243
H 3.878 -0.155 0.245
C 3.010 -2.249 -4.165
C 1.549 -2.128 -3.729
C 0.575 -3.100 -4.345
O 0.340 -2.730 -5.680
C -0.508 -3.558 -6.489
N 1.369 -2.219 -2.315
H 3.683 -1.726 -3.486
H 3.141 -1.808 -5.153
H 3.222 -3.318 -4.203
H 1.185 -1.157 -4.065
H -0.304 -3.277 -3.726
H 1.101 -4.054 -4.366
H -1.409 -3.905 -5.983
H 0.197 -4.351 -6.737
H -0.805 -3.051 -7.408
H 2.006 -1.559 -1.892
H 0.490 -1.750 -2.152
C 3.803 -3.079 0.352
C 3.910 -4.388 -0.316
C 2.594 -5.147 -0.259
O 2.708 -6.476 -0.920
C 3.182 -7.492 -0.049
N 4.237 -4.267 -1.677
H 2.873 -2.643 -0.013
H 4.686 -2.488 0.108
H 3.627 -3.353 1.392
H 4.750 -4.899 0.154
H 1.807 -4.647 -0.824
H 2.131 -5.126 0.727
H 2.330 -7.905 0.491
H 3.989 -7.179 0.613
H 3.507 -8.310 -0.692
H 4.126 -5.079 -2.266
H 3.519 -3.664 -2.052
C -4.412 0.172 3.998
C -4.251 -0.020 2.422
C -5.541 0.174 1.669
O -6.250 -1.118 1.581
C -7.638 -1.082 1.793
N -3.411 1.151 2.052
H -4.812 1.167 4.193
H -3.580 -0.182 4.606
H -5.333 -0.380 4.188
H -3.757 -0.944 2.121
H -5.219 0.502 0.681
H -6.094 0.983 2.146
H -8.134 -1.976 1.416
H -8.180 -0.258 1.327
H -7.781 -1.008 2.871
H -2.565 0.990 2.579
H -3.223 1.286 1.069



Density functional theory data (the ωB97M-V functional and the def2-TZVPD basis) for C32H88MgN7O9 as an isolated structure.

Values from the calculation:
ΔE to the lowest compared entry with this formula, charge and spin (kJ/mol): 0.0
Gap between HOMO and LUMO (eV): 7.5575
Total charge: +1

CARTESIAN COORDINATES (ANGSTROEM)
Mg -1.511 2.570 -1.509
C 0.734 -0.688 -0.521
C 0.120 0.393 0.329
O -0.725 1.235 -0.386
H 1.538 -0.292 -1.158
H 0.085 -1.138 -1.280
H 1.207 -1.468 0.080
H 0.974 0.987 0.696
H -0.387 0.009 1.224
C 1.825 4.691 2.426
C 2.205 4.209 1.037
O 1.699 5.102 0.044
H 2.186 5.713 2.557
H 2.219 4.081 3.238
H 0.739 4.696 2.531
H 1.760 3.244 0.780
H 3.286 4.065 0.952
H 2.046 5.995 0.140
C 6.802 0.027 -3.889
C 5.548 -0.636 -3.332
C 4.414 0.369 -3.130
O 4.856 1.386 -2.252
C 3.922 2.431 -2.152
N 5.065 -1.702 -4.210
H 7.608 -0.702 -3.962
H 7.088 0.882 -3.277
H 6.624 0.447 -4.882
H 5.795 -1.110 -2.371
H 3.563 -0.157 -2.677
H 4.135 0.803 -4.096
H 3.759 2.886 -3.139
H 4.258 3.209 -1.470
H 2.957 2.025 -1.815
H 5.815 -2.356 -4.395
H 4.312 -2.206 -3.755
C 4.990 1.739 1.573
C 5.542 0.348 1.298
C 4.460 -0.594 0.748
O 4.987 -1.903 0.688
C 4.210 -2.769 -0.103
N 6.631 0.517 0.348
H 4.735 2.171 0.604
H 5.720 2.376 2.076
H 4.152 1.791 2.274
H 5.880 -0.145 2.212
H 4.180 -0.268 -0.262
H 3.566 -0.563 1.386
H 3.793 -2.297 -1.001
H 3.380 -3.163 0.499
H 4.838 -3.607 -0.407
H 6.939 -0.375 -0.032
H 6.274 0.990 -0.480
C -4.171 1.853 6.893
C -2.766 1.295 7.095
C -2.045 1.043 5.771
O -2.619 -0.066 5.096
C -2.129 -0.147 3.776
N -1.999 2.236 7.911
H -4.145 2.926 6.693
H -4.773 1.653 7.777
H -4.652 1.376 6.036
H -2.843 0.358 7.650
H -1.027 0.763 6.066
H -2.079 1.938 5.139
H -2.562 0.680 3.204
H -2.394 -1.055 3.232
H -1.034 -0.130 3.802
H -1.883 3.117 7.410
H -1.035 1.920 8.014
C -2.113 3.705 1.973
C -3.053 2.751 1.264
C -4.450 2.809 1.886
O -5.351 2.008 1.162
C -5.313 0.621 1.396
N -3.122 3.055 -0.193
H -1.890 3.315 2.968
H -2.486 4.722 2.106
H -1.156 3.744 1.448
H -2.734 1.711 1.341
H -4.789 3.849 1.898
H -4.387 2.451 2.921
H -5.527 0.352 2.437
H -4.363 0.131 1.149
H -6.079 0.131 0.799
H -3.919 2.533 -0.578
H -3.507 4.006 -0.178
C 0.010 6.241 -2.961
C -0.511 4.811 -2.823
C 0.453 3.752 -3.292
O -0.126 2.475 -2.962
C 0.463 1.357 -3.613
N -0.829 4.520 -1.399
H 0.971 6.330 -2.455
H -0.683 7.010 -2.619
H 0.132 6.506 -4.017
H -1.457 4.738 -3.374
H 1.446 3.782 -2.837
H 0.526 3.834 -4.381
H 0.074 1.242 -4.627
H 0.337 0.380 -3.151
H 1.545 1.470 -3.701
H 0.027 4.675 -0.856
H -1.506 5.235 -1.151
C -5.102 -5.215 -1.763
C -5.643 -3.793 -1.876
C -4.522 -2.777 -1.688
O -3.923 -2.953 -0.430
C -2.879 -2.056 -0.195
N -6.242 -3.510 -3.200
H -5.896 -5.922 -2.009
H -4.785 -5.422 -0.741
H -4.285 -5.371 -2.469
H -6.477 -3.561 -1.209
H -4.872 -1.750 -1.832
H -3.798 -3.024 -2.480
H -3.158 -1.026 -0.453
H -1.986 -2.320 -0.775
H -2.573 -2.069 0.851
H -6.975 -4.184 -3.392
H -5.537 -3.701 -3.912
C -0.684 -8.567 -1.506
C -0.209 -7.656 -0.384
C -0.349 -6.159 -0.676
O 0.129 -5.815 -1.946
C 0.225 -4.421 -2.097
N -0.831 -7.969 0.892
H -1.762 -8.526 -1.652
H -0.402 -9.588 -1.241
H -0.144 -8.296 -2.413
H 0.887 -7.774 -0.351
H 0.240 -5.629 0.090
H -1.394 -5.862 -0.495
H 0.818 -3.946 -1.309
H -0.778 -3.980 -2.015
H 0.599 -4.231 -3.098
H -0.489 -7.326 1.606
H -0.483 -8.863 1.228



Density functional theory data (the ωB97M-V functional and the def2-TZVPD basis) for a 9-piece molecular cluster, C32H90F3N7O13P overall.

Values from the calculation:
Gap between HOMO and LUMO (spin up / spin down) (eV): 3.0658 / 1.2750
Total charge: +2
Spin multiplicity: 2

CARTESIAN COORDINATES (ANGSTROEM)
P -0.831 -0.340 -0.545
O -2.140 0.350 -1.118
O 0.012 0.699 0.354
O 0.086 -0.714 -1.727
O -1.298 -1.477 0.436
C -2.471 0.419 -5.923
C -1.329 -0.099 -5.060
C -0.005 -0.160 -5.862
O 1.155 -0.395 -5.004
C 1.427 -1.775 -4.765
N -1.213 0.708 -3.752
H -0.449 0.360 -3.191
H -1.041 1.703 -3.796
H -1.914 0.660 -3.027
H -2.961 -0.410 -6.434
H -2.264 1.186 -6.670
H -3.339 0.775 -5.368
H -1.642 -1.112 -4.808
H 0.188 0.768 -6.401
H -0.184 -0.830 -6.703
H 1.753 -2.086 -5.757
H 0.577 -2.411 -4.518
H 2.000 -2.042 -3.876
C 3.527 3.043 -2.105
C 2.737 1.777 -2.638
C 3.636 0.722 -3.241
O 3.710 1.092 -4.560
C 4.452 0.168 -5.371
N 2.085 1.162 -1.486
H 2.768 0.761 -0.859
H 1.581 1.786 -0.873
H 1.412 0.453 -1.743
H 4.243 2.738 -1.342
H 2.862 3.833 -1.756
H 4.044 3.555 -2.916
H 1.928 1.962 -3.345
H 3.220 -0.280 -3.139
H 4.624 0.779 -2.784
H 4.547 0.733 -6.299
H 4.078 -0.830 -5.598
H 5.421 -0.007 -4.903
C -4.198 -1.722 2.586
C -3.505 -0.593 3.293
C -2.756 -1.019 4.528
O -1.970 -0.021 5.076
C -1.235 -0.454 6.233
N -2.563 0.169 2.301
H -2.086 -0.410 1.625
H -3.088 0.799 1.712
H -1.814 0.687 2.739
H -3.438 -2.302 2.062
H -4.831 -1.213 1.859
H -4.802 -2.433 3.151
H -4.238 0.128 3.655
H -2.055 -1.786 4.200
H -3.309 -1.425 5.376
H -0.444 -1.150 5.953
H -1.823 -0.789 7.088
H -0.680 0.415 6.584
C -5.473 -0.253 -2.374
C -5.245 -1.052 -1.080
C -6.373 -2.102 -0.839
O -6.072 -2.794 0.374
C -7.201 -3.411 0.965
N -3.850 -1.731 -1.002
H -3.651 -2.157 -0.108
H -3.642 -2.456 -1.673
H -3.145 -1.010 -1.051
H -6.461 0.206 -2.339
H -5.348 -0.756 -3.333
H -4.801 0.600 -2.472
H -5.229 -0.388 -0.215
H -6.409 -2.759 -1.708
H -7.277 -1.493 -0.858
H -7.834 -3.871 0.205
H -7.804 -2.628 1.424
H -6.958 -4.056 1.809
C 0.018 -5.568 -0.566
C 0.569 -4.109 -0.608
C 2.133 -3.963 -0.433
O 2.605 -2.722 -1.032
C 4.004 -2.541 -1.016
N 0.119 -3.483 -1.905
H 0.432 -3.916 -2.762
H -0.890 -3.443 -1.937
H 0.342 -2.500 -1.850
H 0.548 -6.134 -1.332
H -1.058 -5.695 -0.690
H 0.272 -5.963 0.417
H 0.020 -3.540 0.143
H 2.705 -4.818 -0.793
H 2.280 -3.954 0.647
H 4.573 -3.435 -1.272
H 4.171 -2.131 -0.021
H 4.359 -1.795 -1.727
C 0.056 4.758 0.393
C -0.948 3.738 0.925
C -1.917 4.547 1.848
O -2.704 3.582 2.565
C -3.697 4.208 3.324
N -1.649 3.050 -0.219
H -1.299 3.233 -1.149
H -1.547 2.047 -0.161
H -2.658 3.091 -0.211
H 0.487 5.238 1.271
H -0.517 5.447 -0.228
H 0.965 4.315 -0.015
H -0.417 3.084 1.615
H -2.525 5.201 1.223
H -1.384 5.158 2.577
H -4.521 4.597 2.727
H -3.325 5.028 3.938
H -4.057 3.413 3.977
C 0.436 -2.254 3.026
C 1.726 -1.328 2.860
C 3.015 -2.016 3.326
O 3.415 -3.096 2.487
C 4.727 -3.583 2.715
N 1.853 -0.908 1.389
H 1.766 -1.725 0.801
H 1.138 -0.272 1.065
H 2.755 -0.501 1.191
H 0.265 -2.546 4.062
H 0.450 -3.135 2.384
H -0.445 -1.717 2.675
H 1.634 -0.415 3.448
H 2.789 -2.396 4.322
H 3.728 -1.193 3.383
H 5.434 -2.771 2.883
H 5.090 -4.173 1.874
H 4.799 -4.204 3.608
C 5.306 5.306 3.090
O 4.462 4.182 3.364
O 5.710 5.775 4.379
C 6.393 4.902 1.900
F 7.420 5.804 1.849
F 6.858 3.696 2.066
F 5.820 5.065 0.736
C 3.461 3.777 2.375
C 2.553 2.603 2.838
H 1.982 2.188 2.008
H 3.282 1.876 3.194
H 1.950 2.919 3.690
H 3.812 3.514 1.378
H 2.825 4.645 2.199
H 4.659 5.954 2.499



Table of max |F| (eV Å⁻¹), in record order: 4.4, 2.8, 4.0